(1)
Computed, not measured: a structure of composition C20H28BeNO2P in a non-equilibrium geometry, with ωB97M-V with the def2-TZVPD basis set.

```
53
Properties=species:S:1:pos:R:3:nbo_charge:R:1
C 3.4220 -2.9240 2.0699 -0.2188
C 3.8166 -1.7315 1.4670 -0.2220
C 2.8913 -0.9255 0.7612 -0.0362
C 1.5560 -1.2846 0.7217 -0.6861
C 1.1664 -2.4919 1.3038 0.0568
C 2.0727 -3.2856 2.0212 -0.2473
C 3.3475 0.3506 0.1088 -0.4441
C 2.5975 0.7516 -1.1864 -0.1433
N 3.1211 0.1082 -2.3417 -0.4612
Be 0.1618 -0.2332 0.2677 1.5671
C -0.2894 -2.8890 1.1235 -0.7346
P -0.8427 -2.1071 -0.4730 0.7351
H 4.8479 -1.3918 1.5395 0.2019
H 1.7002 -4.1736 2.5276 0.2026
H 4.1413 -3.5531 2.5939 0.2116
H -0.9176 -2.4597 1.9257 0.2470
H -0.4751 -3.9715 1.0484 0.2205
H 3.2046 1.1847 0.8171 0.2209
H 4.4241 0.3200 -0.1290 0.2209
H 1.4869 0.5903 -1.0875 0.0925
C -2.5819 -2.5536 -0.6511 -0.9550
C 0.0164 -3.2490 -1.6038 -0.9423
H 2.7393 1.8342 -1.3502 0.2018
C 3.1890 -1.3228 -2.4489 -0.4019
C 2.9693 0.7989 -3.5936 -0.3911
H -1.0476 0.7483 -0.5327 -0.0121
H 3.8157 -1.5405 -3.3270 0.1956
H 3.6322 -1.7840 -1.5574 0.2187
H 2.1983 -1.7834 -2.6286 0.1547
H 3.6323 0.3277 -4.3294 0.1984
H 1.9333 0.7485 -3.9751 0.1544
H 3.2416 1.8544 -3.4620 0.1967
H -0.3725 -4.2609 -1.4279 0.2269
H -0.1835 -2.9390 -2.6363 0.2336
H 1.0995 -3.2515 -1.4324 0.2651
H -2.7045 -3.6382 -0.5276 0.2332
H -3.1907 -2.0204 0.0905 0.2464
H -2.9060 -2.2576 -1.6581 0.2415
H -0.7072 0.8568 -1.2380 0.0347
O -0.6644 0.6247 3.7128 -0.5811
C -1.0069 0.8532 2.5666 0.7854
O -0.4826 0.3037 1.4843 -1.0336
C -2.1074 1.8095 2.2237 -0.0655
C -3.1153 1.4370 1.3277 -0.2362
C -4.0545 2.3909 0.9184 -0.2020
C -3.9856 3.7009 1.4096 -0.2187
C -2.9830 4.0553 2.3216 -0.2062
C -2.0499 3.1025 2.7455 -0.2110
H -3.1285 0.4208 0.9291 0.2089
H -4.8254 2.1184 0.1932 0.2125
H -4.7182 4.4493 1.0794 0.2166
H -2.9119 5.0813 2.6847 0.2167
H -1.2400 3.3421 3.4318 0.2314
```

Properties
2S+1 = 1

---

(2)
Computed, not measured: a cluster of 2 separate species, C20H28BrFN3O2 in total, with ωB97M-V with the def2-TZVPD basis set.

```
55
Properties=species:S:1:pos:R:3:nbo_charge:R:1
C 2.7018 -1.9001 0.9573 -0.6868
C 1.8678 -2.0250 2.2197 -0.2118
N 0.8811 -0.9428 2.4511 -0.5972
C 0.0292 -0.5543 1.4373 0.2341
C -0.0037 0.7807 0.9359 0.0164
C 0.8899 1.8332 1.5562 -0.4394
C 1.9576 2.4831 0.6688 -0.4030
C 2.7590 1.5228 -0.2064 -0.2294
N 3.4701 2.2499 -1.2747 -0.8459
C -0.8897 1.1144 -0.0956 -0.0065
C -1.1247 2.5063 -0.6619 -0.2531
C -0.0666 2.9232 -1.7155 -0.6121
C -1.3981 3.6017 0.3855 -0.3904
C -2.4480 4.6084 -0.0905 -0.6012
C -1.6459 0.1113 -0.7024 -0.1652
C -1.5918 -1.1911 -0.2501 -0.1400
C -0.8148 -1.5210 0.8583 -0.1845
C -1.0210 -2.8818 1.4116 0.5228
O -0.9815 -3.1780 2.5780 -0.4870
C -1.3919 -3.9293 0.3906 -0.1017
Br -0.9643 -5.6782 0.9083 0.1206
C -2.0426 -3.6402 -0.7429 -0.1414
C -2.4612 -4.6553 -1.7642 -0.2480
N -2.4070 -4.1595 -3.1482 -0.8209
C -2.4430 -2.2119 -0.9173 0.5989
O -3.4180 -1.9059 -1.5699 -0.5337
H 3.2360 -2.8681 0.8850 0.3478
H 3.4493 -1.1092 1.0594 0.1739
H 2.0914 -1.7422 0.0622 0.1661
H 1.3898 -2.9991 2.2505 0.2137
H 2.5379 -2.0154 3.0773 0.2135
H 1.3018 -0.1630 2.9180 0.3622
H 0.2515 2.6234 1.9550 0.2207
H 1.4122 1.4318 2.4162 0.2009
H 1.5345 3.2886 0.0653 0.1912
H 2.6679 2.9679 1.3447 0.2064
H 3.5055 1.0394 0.4256 0.1975
H 2.1202 0.7398 -0.6189 0.1897
H 3.1183 3.1907 -1.3744 0.3465
H 3.3922 1.7789 -2.1628 0.3596
H -2.0610 2.4166 -1.2126 0.2079
H 0.3131 3.9275 -1.5258 0.1974
H -0.5007 2.9242 -2.7148 0.2109
H 0.7702 2.2284 -1.7331 0.2223
H -0.4852 4.1528 0.6124 0.1955
H -1.7706 3.1360 1.2989 0.2075
H -2.0516 5.2679 -0.8645 0.1983
H -2.7815 5.2394 0.7341 0.2061
H -3.3222 4.0964 -0.4933 0.2014
H -2.3157 0.3521 -1.5166 0.2146
H -1.8216 -5.5289 -1.6312 0.2004
H -3.4808 -4.9836 -1.5404 0.2030
H -2.1956 -4.9312 -3.7663 0.3539
H -1.6526 -3.4931 -3.2557 0.3531
F 3.9049 -4.3286 1.6866 -0.9557
```

Properties
2S+1 = 1
charge = -1

---

(3)
Computed, not measured: the ion C20H28BrN2O5 with charge +1 in a non-equilibrium geometry, with ωB97M-V with the def2-TZVPD basis set.

```
56
Properties=species:S:1:pos:R:3:nbo_charge:R:1
C -4.9051 -2.3197 0.8594 -0.6348
C -4.3185 -2.7064 -0.4896 -0.0769
H -5.0771 -2.6806 -1.2739 0.1971
H -3.8687 -3.7022 -0.4365 0.2059
O -3.3191 -1.7713 -0.9153 -0.5117
C -2.0814 -1.9546 -0.4494 0.7952
O -1.7624 -2.8480 0.2998 -0.6060
C -1.1161 -0.9600 -0.9383 -0.2818
C -1.3137 0.2782 -1.5154 0.2917
N -0.0959 0.8693 -1.7515 -0.3917
C 0.9067 -0.0021 -1.3618 0.1000
C 2.2958 0.1100 -1.4359 -0.3204
C 3.0407 -0.9319 -0.9269 -0.1095
C 2.4544 -2.1020 -0.3887 0.2737
C 1.0735 -2.2168 -0.3530 -0.2940
C 0.2989 -1.1620 -0.8324 0.0299
H 0.5808 -3.0911 0.0360 0.2684
O 3.3283 -3.0163 0.0672 -0.4799
C 2.8376 -4.2374 0.5792 -0.2564
H 2.2108 -4.0746 1.4602 0.1834
H 3.7193 -4.8097 0.8598 0.2156
H 2.2717 -4.7850 -0.1786 0.1881
Br 4.9379 -0.7781 -0.8739 0.0996
H 2.7957 0.9565 -1.8795 0.2375
C 0.1503 2.1914 -2.2550 -0.2403
H -0.6448 2.4566 -2.9568 0.2340
H 1.0939 2.1875 -2.8055 0.2262
C 0.2084 3.3084 -1.1748 0.0810
O -1.0299 3.4784 -0.5239 -0.7331
H -1.6246 4.0091 -1.0647 0.4965
C 1.3067 3.1498 -0.1034 -0.2387
N 1.2134 1.9567 0.7693 -0.4528
H 1.1365 1.1174 0.1494 0.5160
C 2.4475 1.7731 1.5739 -0.2572
H 3.3145 1.7119 0.9149 0.2405
H 2.5565 2.6281 2.2444 0.2297
C 2.3303 0.4814 2.3918 -0.0842
O 1.1999 0.5086 3.2202 -0.5005
C 0.0202 0.6505 2.4719 -0.0944
H -0.8001 0.6646 3.1902 0.2288
C 0.0397 1.9580 1.6761 -0.2642
H -0.8718 2.0710 1.0920 0.2619
H 0.1349 2.8053 2.3587 0.2263
H -0.1154 -0.2053 1.7925 0.1912
H 3.1957 0.3787 3.0477 0.2299
H 2.2922 -0.3840 1.7127 0.1869
H 1.2690 4.0345 0.5376 0.2420
H 2.2751 3.1245 -0.6066 0.2336
H 0.4800 4.2292 -1.7124 0.2039
C -2.5857 0.9599 -1.8520 -0.6803
H -3.4117 0.2809 -1.6739 0.2745
H -2.7248 1.8512 -1.2417 0.2321
H -2.5990 1.2503 -2.9022 0.2301
H -5.6987 -3.0140 1.1174 0.2287
H -5.3151 -1.3130 0.8226 0.2085
H -4.1377 -2.3648 1.6284 0.2204
```

Properties
2S+1 = 1
charge = +1
SMILES string = CCOC(=O)c1c(C)n(C[C@@H](O)C[NH+]2CCOCC2)c2cc(Br)c(OC)cc12

---

no.,energy (a.u.),E_LUMO (eV),E_HOMO (eV)
1,-1340.2389,0.3704,-7.906
2,-3767.5306,1.5158,-3.990
3,-3838.4281,-2.4189,-11.138